(1)
The following is a DFT calculation (ωB97M-V/def2-TZVPD) of an isolated molecule of C6H3N at a distorted geometry.

Last column: Löwdin charge in e.
Cartesian coordinates (Å):
C 1.5083 0.0371 0.0484  -0.069
C 0.0422 -0.0592 0.0903  -0.373
C -0.5558 -1.2228 0.6700  0.039
C -1.8610 -1.0575 0.3929  0.070
C -2.4921 0.0724 -0.0238  0.010
C -1.7315 0.9617 -0.6071  -0.030
N -0.4483 1.0489 -0.5792  0.116
H 1.9723 -0.5732 -0.6617  0.060
H 1.9507 -0.2264 1.0475  0.109
H 1.6153 1.0188 -0.3772  0.069

## Properties
- Orbital gap (alpha / beta): 8.0223 / 7.8840 eV
- Multiplicity: 1
- ΔE to the lowest compared entry with this formula, charge and spin: 88.21 kcal/mol
- M: 89.10 g mol⁻¹


(2)
The following is a DFT calculation (ωB97M-V/def2-TZVPD) of a cluster of 7 separate species, CH18NO6 in total at a distorted geometry.

Last column: Löwdin charge in e.
Cartesian coordinates (Å):
C 0.9132 2.7690 -2.6833  -0.005
N 0.1255 1.7316 -1.9180  0.114
H 1.9091 2.3858 -2.5846  0.090
H 0.5884 2.8763 -3.7341  0.109
H 0.6363 3.7143 -2.1266  0.123
H -0.7523 2.1032 -1.5059  0.140
H 0.6263 1.3239 -1.1256  0.146
H -0.2290 1.1399 -2.6857  0.143
H -1.6877 -0.5564 3.7680  0.043
H -0.3061 -1.1752 3.7191  0.054
O -0.9033 -0.5948 3.2137  -0.056
H -2.1409 -1.3194 -0.6693  0.037
H -0.7941 -2.1119 -0.8181  0.020
O -1.2146 -1.2432 -0.9087  -0.068
H -2.9794 0.4040 -2.1360  0.049
H -3.1702 1.7515 -2.9044  0.063
O -2.5457 1.2158 -2.4116  -0.038
H 0.1411 1.6838 2.3184  0.030
H 1.5393 2.0468 1.9252  0.050
O 0.6590 1.9190 1.5307  -0.076
H 2.3090 -4.3271 2.4614  0.068
H 2.5431 -4.1143 3.8387  0.032
O 2.6647 -3.5812 3.0428  -0.096
H 1.4067 -2.8898 0.5014  0.051
H 0.2077 -2.2078 1.2360  0.033
O 0.4539 -2.9437 0.6564  -0.057

## Properties
- Orbital gap: 10.9175 eV
- Multiplicity: 1
- Charge: +1
- ΔE to the lowest compared entry with this formula, charge and spin: 27.08 kcal/mol
- M: 140.16 g mol⁻¹


(3)
The following is a DFT calculation (ωB97M-V/def2-TZVPD) of a structure of composition C4H11N2S at a distorted geometry.

Last column: Löwdin charge in e.
Cartesian coordinates (Å):
N 2.2856 -2.9268 0.0476  0.000
C 1.6565 -1.9567 -0.7076  -0.272
C -3.0822 0.9462 1.3219  -0.490
S -2.5092 1.4481 -0.3876  0.566
C 0.7074 -0.8999 -0.2921  -0.159
N 0.6328 0.3113 -1.1595  -0.188
C 1.1440 1.4888 -0.5460  -0.202
H 1.6795 -3.4234 0.6206  -0.030
H -2.9790 -0.1222 1.6856  0.049
H 2.1365 -1.6567 -1.6665  0.121
H -2.7263 1.6233 2.0170  -0.024
H -4.1931 1.1055 1.1477  0.036
H -0.2219 -1.0252 0.2296  0.106
H 1.9470 -0.8156 0.0522  0.184
H -0.4205 0.4941 -1.4725  0.064
H 1.6500 2.3797 -1.1562  0.115
H 0.3097 1.8459 0.0999  0.040
H 1.9833 1.1836 0.1660  0.083

## Properties
- Orbital gap (alpha / beta): 9.1584 / 6.1276 eV
- <S²>: 0.753
- Multiplicity: 2
- ΔE to the lowest compared entry with this formula, charge and spin: 119.04 kcal/mol
- M: 119.21 g mol⁻¹


(4)
The following is a DFT calculation (ωB97M-V/def2-TZVPD) of a cluster of 3 separate species, ClHN2O in total at a distorted geometry.

Last column: Löwdin charge in e.
Cartesian coordinates (Å):
N 1.2985 0.2398 0.2330  0.133
N 0.7360 -0.7021 0.4811  -0.545
O 0.8162 -1.7639 0.7689  0.107
Cl -1.1748 0.1949 -0.5858  0.136
H -1.6758 2.0314 -0.8972  0.169

## Properties
- Orbital gap: 7.7889 eV
- Multiplicity: 1
- ΔE to the lowest compared entry with this formula, charge and spin: 127.37 kcal/mol
- M: 80.47 g mol⁻¹


(5)
The following is a DFT calculation (ωB97M-V/def2-TZVPD) of a structure of composition C7H16N2O at a distorted geometry.

Last column: Löwdin charge in e.
Cartesian coordinates (Å):
C 1.6462 1.3085 -1.0451  -0.038
C 1.2000 -0.1437 -0.8245  -0.613
N 2.2902 -0.8882 -0.2598  0.106
O 0.5993 -0.6926 -1.8311  -0.128
H 2.2402 -1.8628 -0.5310  0.092
H 3.1967 -0.4409 -0.2401  0.081
H 2.3309 1.3236 -1.8953  0.085
H 0.7965 1.9391 -1.3095  0.067
H 2.1649 1.7221 -0.1766  0.069
C -2.1277 -1.1268 -0.7275  -0.014
C 0.0396 1.0765 1.6073  -0.072
C -0.1362 -1.3996 1.3946  -0.081
C -1.3601 0.0538 -0.2187  -0.311
C -0.2074 -0.0759 0.6380  -0.364
N -1.7289 1.2481 -0.6974  0.161
H -2.2136 1.2741 -1.5865  0.119
H -1.8516 2.0529 -0.0988  0.114
H -2.7574 -1.5233 0.0751  0.099
H -1.4233 -1.8850 -1.0694  0.082
H -2.7604 -0.8641 -1.5789  0.084
H -0.6438 1.0525 2.4618  0.083
H 1.0586 0.9841 1.9895  0.081
H -0.1247 -2.2482 0.7101  0.075
H 0.7855 -1.4240 1.9779  0.073
H -0.9718 -1.5240 2.0898  0.083
H -0.0418 2.0637 1.1461  0.064

## Properties
- Orbital gap: 7.9772 eV
- Multiplicity: 1
- ΔE to the lowest compared entry with this formula, charge and spin: 64.55 kcal/mol
- M: 144.22 g mol⁻¹


(6)
The following is a DFT calculation (ωB97M-V/def2-TZVPD) of a cluster of 3 separate species, C2H10N2O2 in total at a distorted geometry.

Last column: Löwdin charge in e.
Cartesian coordinates (Å):
H 0.6061 2.0835 -2.3149  0.035
N 1.1723 1.7580 -1.5395  0.053
C 0.4917 0.9169 -0.8557  -0.358
N 0.9735 0.3808 0.2934  -0.066
C 0.1641 0.2449 1.4962  -0.086
H -0.4937 0.5927 -1.1830  0.126
H 1.9726 0.5380 0.3481  0.129
H 0.8245 0.3339 2.3514  0.078
H -0.2346 -0.7686 1.5984  0.077
H -0.6038 1.0160 1.5219  0.079
O 2.7164 -0.8374 -2.4160  -0.091
H 2.2236 -1.2670 -3.1329  0.034
H 2.2855 0.0429 -2.3943  -0.009
O -3.6808 -1.8415 2.0521  -0.066
H -4.4808 -2.1225 1.5984  0.030
H -3.9367 -1.0705 2.5763  0.035

## Properties
- Orbital gap: 9.6618 eV
- Multiplicity: 1
- ΔE to the lowest compared entry with this formula, charge and spin: 18.14 kcal/mol
- M: 94.11 g mol⁻¹


(7)
The following is a DFT calculation (ωB97M-V/def2-TZVPD) of a cluster of 3 separate species, C12H18O9 in total at a distorted geometry.

Last column: Löwdin charge in e.
Cartesian coordinates (Å):
C -3.2667 1.7468 -0.4546  -0.027
C -3.1705 0.8066 -1.6515  -0.322
C -3.0059 -0.6853 -1.3950  -0.065
O -4.3605 -1.1490 -1.4493  0.075
C -5.1211 -0.2729 -2.1083  -0.595
O -6.2523 -0.4022 -2.4128  0.175
O -4.3902 0.8277 -2.3955  0.073
H -4.1527 1.4929 0.1374  0.094
H -3.4567 2.7642 -0.7970  0.085
H -2.3699 1.7137 0.1612  0.077
H -2.4372 1.2986 -2.2960  0.143
H -2.5844 -0.9623 -0.4359  0.125
H -2.4992 -1.1042 -2.2651  0.142
C 1.8169 -3.1492 3.7536  -0.025
C 1.7480 -2.0322 2.7160  -0.293
C 2.6133 -2.3695 1.4962  -0.083
O 1.6941 -2.7675 0.4770  0.081
C 0.4461 -2.4578 0.8644  -0.576
O -0.5279 -2.5397 0.1972  0.162
O 0.4300 -2.0463 2.1482  0.073
H 1.7758 -4.1256 3.2645  0.093
H 0.9720 -3.1166 4.4401  0.087
H 2.7668 -3.1355 4.2902  0.088
H 1.9720 -1.0428 3.1045  0.149
H 3.3290 -3.1472 1.7481  0.134
H 3.0949 -1.4885 1.0659  0.119
C 0.6068 3.0770 -1.4144  -0.009
C 2.0032 2.4893 -1.2223  -0.317
C 2.3878 1.9948 0.1640  -0.095
O 3.1357 0.8256 -0.1119  0.055
C 3.0249 0.4741 -1.4038  -0.570
O 3.5241 -0.4862 -1.8713  0.186
O 2.1944 1.3344 -2.0449  0.091
H 0.4711 3.7879 -0.5872  0.092
H -0.2426 2.4086 -1.3071  0.069
H 0.6332 3.6831 -2.3149  0.087
H 2.7152 3.2414 -1.5775  0.154
H 1.4992 1.7937 0.7712  0.134
H 2.9833 2.7199 0.7165  0.136

## Properties
- Orbital gap: 10.9515 eV
- Multiplicity: 1
- ΔE to the lowest compared entry with this formula, charge and spin: 13.27 kcal/mol
- M: 306.27 g mol⁻¹


(8)
The following is a DFT calculation (ωB97M-V/def2-TZVPD) of a cluster of 14 separate species, C8H44N16O14 in total at a distorted geometry.

Last column: Löwdin charge in e.
Cartesian coordinates (Å):
C -3.8561 1.9932 -1.6697  -0.831
O -3.3204 1.1393 -2.2333  0.092
N -3.9649 2.0376 -0.3881  0.194
N -4.4911 2.8426 -2.4127  0.182
H -3.4817 1.4449 0.2717  0.097
H -4.8302 2.4287 -0.0440  0.116
H -4.6289 2.7579 -3.4097  0.132
H -5.0042 3.5398 -1.8925  0.104
C 1.6388 -3.6248 -0.6422  -0.832
O 1.5171 -4.1406 -1.6973  0.067
N 0.6254 -3.0716 -0.0845  0.199
N 2.7698 -3.1444 -0.2576  0.196
H -0.2606 -3.1100 -0.5678  0.084
H 0.6433 -2.3190 0.5889  0.092
H 3.4453 -3.8032 -0.6179  0.126
H 2.7212 -3.0051 0.7416  0.086
C 2.6867 2.1262 4.8720  -0.796
O 3.2846 3.1478 5.0454  0.059
N 2.9546 1.2775 3.8773  0.149
N 1.7047 1.6379 5.5719  0.162
H 2.4221 0.4219 3.8103  0.049
H 3.4823 1.5990 3.0784  0.112
H 1.2238 0.8370 5.1878  0.046
H 1.3380 2.2205 6.3110  0.128
C -2.0904 -3.9487 -2.3561  -0.739
O -1.7920 -2.8009 -2.4771  0.069
N -3.2645 -4.4923 -2.4951  0.168
N -1.2442 -4.9572 -2.1432  0.164
H -3.2769 -5.4982 -2.4051  0.109
H -3.9987 -3.7990 -2.4750  0.129
H -0.2722 -4.6857 -2.1850  0.068
H -1.5888 -5.9066 -2.1476  0.104
C 0.2355 1.1643 -3.7422  -0.795
O 0.4775 0.1497 -3.1257  0.045
N 0.6343 2.3436 -3.4308  0.170
N -0.3504 1.1870 -4.9027  0.165
H 0.9959 2.4809 -2.4978  0.051
H 0.7514 3.1344 -4.0480  0.116
H -0.7317 2.0565 -5.2474  0.109
H -0.2669 0.3457 -5.4553  0.123
C -1.0893 3.6131 2.3943  -0.826
O -1.9592 3.8286 3.1810  0.053
N -1.2879 3.6654 1.1294  0.174
N -0.0050 2.9288 2.6417  0.159
H -0.5578 3.4606 0.4622  0.109
H -2.1936 4.0012 0.8344  0.112
H 0.8026 3.0592 2.0493  0.109
H 0.2030 2.7602 3.6156  0.099
C 4.9533 -0.3477 -1.6978  -0.775
O 5.1824 -1.5129 -1.7605  0.063
N 3.7701 0.2502 -1.6735  0.173
N 5.8416 0.6096 -1.5348  0.137
H 3.8176 1.2556 -1.5897  0.067
H 2.9317 -0.2412 -1.9486  0.109
H 5.5344 1.5521 -1.3412  0.092
H 6.8473 0.5177 -1.5453  0.113
C -0.2099 0.1961 0.4426  -0.746
O 0.9569 0.3657 0.1046  -0.001
N -1.1587 -0.3183 -0.2749  0.223
N -0.5961 0.3210 1.6848  0.183
H -0.7924 -0.4364 -1.2086  0.101
H -2.1394 -0.4018 -0.0482  0.055
H 0.0252 0.3406 2.4808  0.080
H -1.5199 0.0192 1.9599  0.099
O 2.8205 -1.0647 2.0890  -0.047
H 3.6159 -0.8572 2.5795  0.043
H 2.7196 -0.3364 1.4761  0.019
O -3.7915 -1.0301 0.4609  -0.044
H -3.3348 -1.4985 1.1596  -0.006
H -4.6655 -0.8647 0.8143  0.059
O -2.9454 -2.2268 2.9364  -0.033
H -2.9161 -3.1704 2.7785  0.056
H -3.0365 -2.1450 3.8857  0.053
O 0.5960 -0.7701 4.6481  -0.037
H 0.4381 -1.3343 5.4051  0.069
H 1.0740 -1.3243 4.0312  0.042
O -2.5642 -0.8196 -3.8830  -0.094
H -2.2734 -1.6127 -3.4328  -0.055
H -2.7481 -0.1977 -3.1790  -0.044
O 2.1013 2.7098 -1.1397  -0.058
H 1.8279 1.9895 -0.5716  -0.004
H 2.8878 3.0600 -0.7214  0.052

## Properties
- Orbital gap: 7.9309 eV
- Multiplicity: 1
- ΔE to the lowest compared entry with this formula, charge and spin: 108.81 kcal/mol
- M: 588.54 g mol⁻¹


(9)
The following is a DFT calculation (ωB97M-V/def2-TZVPD) of a structure of composition C25H19N5O2SSn at a distorted geometry.

Last column: Löwdin charge in e.
Cartesian coordinates (Å):
Sn -1.1092 1.5813 -0.0254  1.548
C -1.9231 1.0817 -4.3770  -0.039
C -3.0328 0.2494 -4.3542  -0.037
C -3.4685 -0.3318 -3.1721  0.000
C -2.8059 -0.0748 -1.9710  -0.200
C -1.7276 0.7805 -2.0474  -0.217
C -1.2390 1.3606 -3.1919  -0.096
C -3.2272 -0.6447 -0.6720  -0.214
C -4.0181 -1.8001 -0.5692  0.027
C -4.3436 -2.2702 0.6714  0.045
C -3.9177 -1.5883 1.8300  -0.136
C -4.2341 -2.0151 3.1413  -0.005
C -3.8103 -1.2974 4.2200  -0.041
C -3.0640 -0.1112 4.0387  -0.031
C -2.7479 0.3238 2.7846  -0.038
C -3.1449 -0.4193 1.6538  -0.202
N -2.7981 -0.0050 0.3942  0.015
H -1.5906 1.5359 -5.3010  0.120
H -3.5679 0.0478 -5.2721  0.122
H -4.3363 -0.9787 -3.1777  0.120
H -0.3684 2.0003 -3.1799  0.083
H -4.3476 -2.3171 -1.4577  0.121
H -4.9342 -3.1735 0.7687  0.137
H -4.8225 -2.9148 3.2732  0.127
H -4.0532 -1.6272 5.2207  0.119
H -2.7569 0.4586 4.9054  0.122
H -2.2177 1.2586 2.6417  0.086
N 5.7403 -3.1996 0.9207  0.271
C 4.7490 -2.3370 1.0301  -0.224
C 3.3956 -2.7769 0.8422  0.053
C 2.3808 -1.8724 0.9177  -0.001
C 2.6857 -0.5262 1.1923  -0.190
C 4.0036 -0.0697 1.3990  -0.010
C 5.0280 -0.9621 1.3257  0.055
S 1.3961 0.6801 1.2187  0.549
O 0.1258 0.0208 1.5293  -0.378
O 1.8009 1.7751 2.0408  -0.235
N 1.1019 1.1234 -0.2913  -0.220
C 1.8404 2.1510 -0.8864  -0.490
N 1.0732 3.0481 -1.5042  0.088
C 1.7056 4.0615 -2.0927  -0.081
C 3.0838 4.1862 -2.0611  -0.014
C 3.7744 3.1850 -1.4042  -0.078
N 3.1603 2.1527 -0.8182  0.147
H 5.5668 -4.1775 0.7292  0.156
H 6.7006 -2.9102 1.0528  0.156
H 3.1919 -3.8219 0.6450  0.139
H 1.3506 -2.1743 0.7859  0.134
H 4.1773 0.9723 1.6268  0.129
H 6.0502 -0.6447 1.4900  0.140
H 1.0839 4.7936 -2.5942  0.128
H 3.5844 5.0262 -2.5176  0.118
H 4.8563 3.1871 -1.3507  0.122

## Properties
- Orbital gap (alpha / beta): 5.4285 / 4.5493 eV
- Multiplicity: 1
- Charge: +2
- ΔE to the lowest compared entry with this formula, charge and spin: 36.04 kcal/mol
- M: 572.24 g mol⁻¹


(10)
The following is a DFT calculation (ωB97M-V/def2-TZVPD) of an isolated molecule of C3H4N2 at a distorted geometry.

Last column: Löwdin charge in e.
Cartesian coordinates (Å):
N -0.8070 0.8528 0.3342  -0.004
C -1.2953 0.2518 -0.7599  0.023
C 0.1487 -0.3718 -0.9197  -0.259
C 0.5721 0.3223 0.3158  -0.282
N 0.5581 -1.1036 0.2745  0.056
H 0.6763 -0.5542 -1.8429  0.111
H 1.4804 0.8214 0.6649  0.138
H -1.1767 1.3655 1.1196  0.116
H -0.1568 -1.5843 0.8136  0.100

## Properties
- Orbital gap: 9.7070 eV
- Multiplicity: 1
- ΔE to the lowest compared entry with this formula, charge and spin: 106.79 kcal/mol
- M: 68.08 g mol⁻¹


(11)
The following is a DFT calculation (ωB97M-V/def2-TZVPD) of an isolated molecule of C3H8FISi at a distorted geometry.

Last column: Löwdin charge in e.
Cartesian coordinates (Å):
C -0.1632 0.2644 -1.9005  -0.184
Si -0.1155 -0.4202 -0.1507  0.418
C -1.6299 -0.0051 0.9357  -0.167
F 0.2650 -2.0180 -0.2071  -0.179
C 1.4131 0.0899 0.9957  -0.757
I 3.2999 0.2565 0.0010  0.676
H 0.8529 0.8527 -2.1271  0.061
H -0.2980 -0.6087 -2.5302  0.016
H -1.0438 0.9650 -2.0278  0.043
H -1.4293 -0.0933 2.0887  0.081
H -1.8416 0.9986 0.8158  -0.011
H -2.3747 -0.7196 0.6701  0.010
H 1.6589 -0.6116 1.8146  -0.014
H 1.4062 1.0494 1.6217  0.008

## Properties
- Orbital gap: 9.6827 eV
- Multiplicity: 1
- ΔE to the lowest compared entry with this formula, charge and spin: 0.00 kcal/mol
- M: 218.09 g mol⁻¹


(12)
The following is a DFT calculation (ωB97M-V/def2-TZVPD) of an isolated molecule of C2H4Br2O2 at a distorted geometry.

Last column: Löwdin charge in e.
Cartesian coordinates (Å):
O -0.1073 0.5592 1.9973  0.021
C 0.3181 0.9408 0.7997  -0.551
Br 2.5553 0.7711 0.0757  0.335
C -0.2834 0.2768 -0.3465  -0.840
O -0.1102 -0.9803 -0.6642  -0.003
Br -2.2712 0.6820 -0.2083  0.669
H -0.5532 -0.2924 1.9229  0.106
H 0.2036 1.9877 0.7459  0.094
H -0.1393 0.9271 -1.1864  0.079
H -0.2964 -1.6098 -0.0139  0.089

## Properties
- Orbital gap: 9.3643 eV
- Multiplicity: 1
- ΔE to the lowest compared entry with this formula, charge and spin: 25.71 kcal/mol
- M: 219.86 g mol⁻¹